# 1
This record from the OMol25 dataset describes a 10-piece molecular cluster, C40H88F8N10O20S8 overall. The level of theory is ωB97M-V/def2-TZVPD.

Properties
Total charge: +1
2S+1: 2
Frontier orbital gap (alpha / beta): 4.1 / 5.0 eV

The geometry in XYZ format:
```
174
C40H88F8N10O20S8, DFT ωB97M-V/def2-TZVPD
C -5.605 4.678 -1.530
C -5.779 3.729 -0.422
O -5.139 2.671 -0.384
N -6.680 4.112 0.663
H -6.256 4.836 1.226
H -7.508 4.539 0.273
C -7.141 2.878 1.476
H -4.797 4.291 -2.151
H -5.388 5.650 -1.086
H -6.567 4.846 -2.015
H -7.636 2.185 0.795
H -8.051 3.057 2.049
H -6.348 2.520 2.132
C 1.007 0.142 1.326
C -0.410 0.600 0.759
O -0.552 1.126 -0.320
N -1.656 0.442 1.691
H -2.248 -0.333 1.430
H -1.414 0.175 2.634
C -2.607 1.727 1.761
H 1.768 -0.010 0.561
H 1.003 -0.704 2.013
H 1.539 0.930 1.858
H -1.994 2.625 1.833
H -3.381 1.581 2.514
H -3.127 1.695 0.803
C 5.057 4.637 3.151
C 3.539 4.465 2.955
C 2.874 5.430 3.992
C 1.441 5.794 3.811
C 1.234 6.391 2.365
C 1.760 5.541 1.207
N 3.140 4.929 1.504
O 3.841 4.452 0.376
C 1.843 6.411 -0.133
C 0.736 4.286 1.029
C 3.035 2.998 3.230
H 5.408 5.653 2.973
H 5.504 3.902 2.481
H 5.487 4.243 4.072
H 3.285 6.432 4.118
H 2.983 5.067 5.014
H 1.074 6.456 4.595
H 0.739 4.969 3.931
H 1.834 7.301 2.383
H 0.214 6.748 2.227
H 1.736 5.879 -1.078
H 2.666 7.121 -0.204
H 0.987 7.082 -0.065
H 0.388 3.813 1.948
H 1.165 3.448 0.479
H -0.184 4.611 0.543
H 3.748 2.323 2.757
H 2.034 2.766 2.866
H 3.065 2.728 4.286
C 4.012 -3.874 -6.328
C 3.489 -2.939 -5.160
C 2.414 -3.720 -4.442
C 1.902 -3.129 -3.186
C 3.112 -2.862 -2.170
C 4.264 -1.936 -2.684
N 4.579 -2.299 -4.190
O 5.371 -1.373 -4.834
C 5.493 -2.143 -1.720
C 3.731 -0.467 -2.492
C 2.632 -1.861 -5.827
H 4.152 -4.923 -6.067
H 5.001 -3.473 -6.549
H 3.423 -3.814 -7.243
H 2.912 -4.662 -4.215
H 1.563 -3.968 -5.076
H 1.173 -3.814 -2.753
H 1.351 -2.188 -3.220
H 3.526 -3.842 -1.937
H 2.720 -2.543 -1.204
H 6.375 -2.634 -2.133
H 5.149 -2.785 -0.909
H 5.763 -1.200 -1.245
H 3.848 -0.136 -1.460
H 2.730 -0.197 -2.829
H 4.405 0.288 -2.897
H 3.088 -1.399 -6.703
H 2.284 -1.048 -5.191
H 1.747 -2.261 -6.323
C -1.368 -3.262 -5.878
C -2.009 -2.418 -4.760
C -2.372 -1.003 -5.274
N -3.228 -0.048 -4.381
C -4.470 -0.806 -3.990
C -3.424 1.312 -5.097
C -3.891 2.244 -4.046
C -3.163 1.872 -2.740
C -2.549 0.542 -3.150
H -0.826 -4.138 -5.521
H -0.689 -2.708 -6.525
H -2.144 -3.666 -6.528
H -1.482 -2.250 -3.821
H -2.896 -2.940 -4.401
H -3.058 -0.940 -6.119
H -1.504 -0.368 -5.455
H -5.026 -1.213 -4.835
H -5.102 -0.192 -3.348
H -4.283 -1.692 -3.383
H -4.098 1.037 -5.909
H -2.426 1.584 -5.443
H -4.961 2.056 -3.957
H -3.580 3.271 -4.241
H -3.825 1.437 -1.990
H -2.458 2.505 -2.201
H -2.587 -0.216 -2.367
H -1.509 0.785 -3.365
C -1.909 -5.405 3.702
C -0.679 -5.357 2.800
C -0.072 -6.740 2.340
N 1.393 -6.586 1.719
C 1.808 -7.980 1.259
C 1.498 -5.385 0.695
C 2.305 -4.326 1.322
C 3.101 -4.938 2.422
C 2.347 -6.186 2.855
H -1.946 -6.215 4.430
H -2.721 -5.570 2.994
H -2.192 -4.432 4.103
H 0.011 -4.890 3.504
H -0.705 -4.598 2.018
H -0.716 -7.098 1.536
H -0.039 -7.508 3.113
H 1.344 -8.372 0.354
H 1.937 -8.659 2.103
H 2.783 -7.852 0.788
H 2.020 -5.887 -0.120
H 0.499 -5.091 0.374
H 3.037 -3.906 0.633
H 1.660 -3.525 1.682
H 4.118 -5.212 2.142
H 3.228 -4.264 3.269
H 3.073 -6.980 3.030
H 1.788 -6.129 3.790
N -4.843 5.854 1.899
S -3.192 5.475 2.180
O -2.364 6.302 3.091
O -2.418 4.888 1.089
F -3.435 4.193 3.086
S -4.647 7.285 1.657
O -4.088 7.664 0.361
O -4.526 8.191 2.753
F -6.218 7.656 1.154
N -3.171 -1.579 0.683
S -4.792 -1.275 0.347
O -5.915 -2.123 0.739
O -5.009 -0.461 -0.817
F -4.951 -0.121 1.505
S -3.044 -2.948 0.078
O -3.251 -3.125 -1.395
O -3.424 -4.028 0.980
F -1.423 -3.016 0.209
N -0.856 0.059 4.029
S -0.020 -1.218 4.668
O -0.700 -1.985 5.737
O 1.429 -1.217 4.653
F -0.238 -2.138 3.383
S -0.669 0.942 5.189
O 0.621 1.586 5.444
O -1.690 0.933 6.215
F -1.195 2.225 4.351
N 5.212 -0.171 3.197
S 6.114 0.377 1.912
O 5.471 0.709 0.642
O 7.438 -0.175 1.812
F 6.471 1.821 2.470
S 4.595 -1.352 2.641
O 5.494 -2.453 2.286
O 3.322 -1.191 1.873
F 3.993 -1.945 4.049
```



# 2
This record from the OMol25 dataset describes a 8-piece molecular cluster, C40H88O14 overall. The level of theory is ωB97M-V/def2-TZVPD.

Properties
Total charge: 0
Frontier orbital gap: 9.9 eV
Energy above the lowest of the compared OMol25 structures with the same formula, charge and spin: 0.00 kcal per mole
SMILES: CCOC(C)=O.CCOC(C)=O.CCOC(C)=O.CCOC(C)=O.COCCOCCOC.COCCOCCOC.CCCCCC.CCCCCC

The geometry in XYZ format:
```
142
C40H88O14, DFT ωB97M-V/def2-TZVPD
C 5.685 2.965 6.683
C 4.565 3.956 6.476
O 4.897 4.757 5.324
C 4.199 5.888 5.177
C 4.654 6.697 3.987
O 3.320 6.242 5.917
H 5.651 2.523 7.676
H 6.635 3.509 6.638
H 5.726 2.234 5.879
H 3.606 3.482 6.247
H 4.373 4.601 7.332
H 5.393 6.152 3.412
H 4.954 7.679 4.340
H 3.750 6.866 3.398
C 8.450 4.732 -2.298
C 7.204 3.963 -2.654
O 6.201 4.117 -1.653
C 6.140 3.179 -0.684
C 5.139 3.525 0.367
O 6.775 2.162 -0.723
H 9.172 4.762 -3.117
H 8.969 4.267 -1.454
H 8.289 5.771 -2.000
H 6.749 4.287 -3.592
H 7.469 2.923 -2.842
H 5.552 4.360 0.949
H 5.013 2.683 1.031
H 4.235 3.971 -0.044
C -7.438 -1.962 0.892
C -6.422 -3.075 0.814
O -5.822 -3.307 2.108
C -4.759 -2.560 2.426
C -4.240 -2.874 3.808
O -4.230 -1.777 1.678
H -6.880 -1.045 1.089
H -8.164 -2.071 1.692
H -7.921 -1.862 -0.080
H -6.880 -4.037 0.585
H -5.684 -2.864 0.042
H -5.037 -3.047 4.527
H -3.634 -2.031 4.127
H -3.645 -3.785 3.741
C -0.579 1.691 -3.952
C -1.958 1.752 -4.556
O -2.234 0.537 -5.255
C -3.379 0.497 -5.948
C -3.602 -0.860 -6.555
O -4.152 1.412 -6.018
H 0.213 1.927 -4.668
H -0.324 0.755 -3.456
H -0.462 2.466 -3.187
H -2.723 1.989 -3.819
H -1.975 2.604 -5.246
H -4.581 -1.236 -6.243
H -2.872 -1.588 -6.213
H -3.673 -0.816 -7.640
C -2.534 2.340 -0.486
O -2.838 1.429 -1.489
C -3.768 0.425 -1.142
C -5.071 0.961 -0.592
O -5.686 1.659 -1.669
C -7.090 1.767 -1.608
C -7.582 2.821 -0.646
O -7.151 2.504 0.663
C -7.651 3.395 1.637
H -3.350 3.043 -0.277
H -1.662 2.913 -0.801
H -2.265 1.842 0.460
H -3.322 -0.199 -0.347
H -3.933 -0.163 -2.043
H -4.892 1.620 0.255
H -5.704 0.124 -0.292
H -7.539 0.790 -1.374
H -7.388 2.047 -2.621
H -8.681 2.863 -0.630
H -7.209 3.801 -0.977
H -8.508 2.933 2.138
H -7.962 4.349 1.199
H -6.884 3.633 2.374
C 2.565 2.051 2.706
O 2.191 2.360 4.042
C 1.825 1.254 4.816
C 0.485 0.627 4.494
O 0.547 -0.108 3.299
C -0.664 -0.790 3.020
C -0.738 -1.196 1.550
O -0.160 -0.227 0.724
C -0.095 -0.719 -0.612
H 3.275 1.211 2.683
H 3.099 2.915 2.320
H 1.699 1.739 2.126
H 1.769 1.605 5.851
H 2.582 0.454 4.809
H -0.310 1.387 4.532
H 0.235 -0.069 5.318
H -1.532 -0.180 3.298
H -0.654 -1.712 3.620
H -1.795 -1.376 1.307
H -0.236 -2.171 1.447
H -1.106 -0.960 -0.965
H 0.569 -1.588 -0.666
H 0.284 0.076 -1.250
C 4.170 0.256 -0.197
C 4.874 -0.476 -1.323
C 4.904 -1.996 -1.208
C 5.785 -2.638 -2.271
C 7.283 -2.508 -2.000
C 7.893 -3.675 -1.250
H 4.162 1.331 -0.357
H 4.621 0.105 0.793
H 3.135 -0.060 -0.056
H 4.324 -0.144 -2.224
H 5.865 -0.073 -1.548
H 3.886 -2.386 -1.298
H 5.291 -2.202 -0.203
H 5.533 -3.699 -2.341
H 5.544 -2.188 -3.238
H 7.779 -2.462 -2.981
H 7.588 -1.553 -1.565
H 7.427 -4.626 -1.523
H 8.965 -3.796 -1.404
H 7.725 -3.600 -0.169
C -3.234 -7.180 -3.792
C -3.238 -6.965 -2.297
C -3.664 -5.549 -1.897
C -2.635 -4.472 -2.168
C -1.332 -4.629 -1.415
C -1.476 -4.584 0.107
H -4.272 -7.180 -4.140
H -2.897 -8.178 -4.083
H -2.639 -6.427 -4.302
H -3.892 -7.704 -1.824
H -2.263 -7.225 -1.869
H -4.054 -5.572 -0.876
H -4.549 -5.332 -2.512
H -2.374 -4.511 -3.230
H -3.052 -3.476 -1.988
H -0.877 -5.579 -1.709
H -0.632 -3.847 -1.726
H -1.830 -3.600 0.414
H -2.194 -5.346 0.425
H -0.524 -4.826 0.580
```



Number 1: largest force on an atom 13.16 eV/Å. Number 2: largest force on an atom 1.48 eV/Å.